95
Properties=species:S:1:pos:R:3 method="wB97M-V/def2-TZVPD" charge=0 orbital_gap_ev=4.9 de_lowest_kj_mol=60.4
Ba -0.871 0.978 -0.138
Br -5.545 6.174 3.313
C -4.818 5.033 1.995
C -3.540 5.274 1.515
C -3.004 4.421 0.569
C -3.750 3.355 0.085
C -5.024 3.115 0.584
C -5.562 3.953 1.546
N -3.154 2.500 -0.884
C -3.862 2.112 -1.863
C -3.348 1.162 -2.877
C -4.121 0.862 -3.988
C -3.628 -0.037 -4.922
C -2.387 -0.606 -4.707
C -1.683 -0.249 -3.563
N -2.141 0.618 -2.668
H -2.958 6.098 1.900
H -1.992 4.572 0.217
H -5.577 2.242 0.261
H -6.541 3.758 1.959
H -4.883 2.475 -2.010
H -5.092 1.322 -4.111
H -4.208 -0.292 -5.799
H -1.964 -1.317 -5.401
H -0.707 -0.675 -3.361
S -1.060 2.336 2.449
C -1.269 1.148 3.721
C -1.094 1.582 5.041
C -1.179 0.727 6.127
C -0.970 1.242 7.451
N -0.802 1.676 8.502
C -1.460 -0.629 5.905
C -1.655 -1.069 4.606
C -1.573 -0.217 3.500
S -1.832 -0.945 1.923
C -1.540 -1.567 6.990
N -1.590 -2.330 7.848
H -0.874 2.628 5.210
H -1.875 -2.114 4.432
I 2.229 0.013 -3.256
C 2.662 -1.975 -3.774
C 2.867 -2.143 -5.116
C 3.335 -3.364 -5.636
C 3.651 -4.366 -4.774
C 3.453 -4.218 -3.379
C 3.860 -5.273 -2.530
C 3.706 -5.180 -1.183
C 3.050 -4.058 -0.652
C 2.596 -3.019 -1.426
P 1.457 -1.847 -0.534
C 0.407 -3.070 0.336
C 0.674 -3.643 1.575
C -0.214 -4.547 2.136
C -1.375 -4.897 1.462
C -1.647 -4.339 0.223
C -0.763 -3.427 -0.331
C 2.532 -1.146 0.763
C 3.904 -0.988 0.573
C 4.671 -0.333 1.527
C 4.078 0.170 2.677
C 2.710 0.030 2.866
C 1.937 -0.616 1.912
C 2.875 -3.031 -2.833
H 2.705 -1.312 -5.787
H 3.482 -3.474 -6.701
H 4.069 -5.297 -5.135
H 4.310 -6.149 -2.981
H 4.038 -5.972 -0.527
H 2.854 -4.041 0.412
H 1.564 -3.366 2.125
H -0.005 -4.967 3.111
H -2.073 -5.590 1.911
H -2.557 -4.599 -0.303
H -0.989 -2.977 -1.294
H 4.378 -1.390 -0.314
H 5.737 -0.224 1.374
H 4.680 0.671 3.423
H 2.234 0.428 3.753
H 0.866 -0.709 2.066
C 2.358 2.799 1.209
O 1.239 3.235 0.456
C 1.525 4.134 -0.589
C 1.775 3.388 -1.878
O 0.603 2.673 -2.278
C -0.289 3.453 -3.054
H 2.941 3.657 1.558
H 3.007 2.128 0.633
H 1.955 2.264 2.064
H 2.368 4.788 -0.337
H 0.639 4.764 -0.704
H 2.553 2.638 -1.723
H 2.103 4.062 -2.678
H 0.217 3.851 -3.939
H -0.711 4.285 -2.483
H -1.098 2.798 -3.369

99
Properties=species:S:1:pos:R:3 method="wB97M-V/def2-TZVPD" charge=-1 orbital_gap_ev="5.6 / 5.6" de_lowest_kj_mol=51.2
W -0.235 -0.406 0.652
C -3.111 -3.739 0.737
C -2.535 -2.457 0.198
O -1.547 -1.999 0.873
C -3.027 -1.880 -0.939
C -2.560 -0.667 -1.519
C -3.244 -0.185 -2.770
N -1.608 0.050 -0.993
N -1.384 1.265 -1.647
C -0.410 1.884 -1.085
O 0.206 1.375 -0.079
C 0.051 3.204 -1.572
C 1.116 3.832 -0.938
C 1.604 5.040 -1.421
C 1.027 5.627 -2.538
C -0.046 5.005 -3.166
C -0.533 3.799 -2.685
H -2.897 -3.808 1.804
H -2.650 -4.598 0.242
H -4.188 -3.781 0.579
H -3.853 -2.376 -1.431
H -4.068 -0.851 -3.024
H -2.534 -0.158 -3.602
H -3.613 0.832 -2.646
H 1.566 3.353 -0.077
H 2.441 5.519 -0.927
H 1.411 6.566 -2.921
H -0.499 5.461 -4.038
H -1.361 3.290 -3.164
N 0.504 -1.770 2.285
C -0.056 -1.806 3.608
C 0.776 -2.337 4.592
C 0.414 -2.374 5.924
C -0.812 -1.844 6.290
C -1.639 -1.312 5.317
C -1.322 -1.292 3.948
C -2.337 -0.633 3.046
C -3.670 -0.735 3.444
C -4.679 -0.010 2.824
C -4.342 0.861 1.804
C -3.024 0.903 1.355
C -1.997 0.130 1.899
H 1.516 -1.712 2.352
H 0.353 -2.629 1.742
H 1.741 -2.727 4.284
H 1.085 -2.797 6.661
H -1.119 -1.824 7.329
H -2.565 -0.850 5.631
H -3.938 -1.413 4.246
H -5.709 -0.128 3.142
H -5.100 1.469 1.323
H -2.800 1.543 0.511
C 1.054 3.037 -5.273
C 1.513 2.076 -4.208
C 2.533 2.417 -3.325
C 2.960 1.525 -2.354
C 2.350 0.279 -2.247
C 1.335 -0.077 -3.119
C 0.927 0.819 -4.092
S 2.938 -0.836 -0.995
O 4.367 -0.619 -0.949
O 2.562 -2.177 -1.333
N 2.167 -0.340 0.380
C 2.766 0.720 1.106
C 4.013 1.314 0.928
C 4.546 2.288 1.788
C 3.875 2.707 2.889
C 2.584 2.193 3.103
C 1.837 2.615 4.216
C 0.562 2.195 4.349
C 0.018 1.371 3.351
N 0.686 0.895 2.331
C 2.001 1.263 2.195
H 1.566 3.996 -5.183
H -0.021 3.220 -5.199
H 1.252 2.635 -6.269
H 2.990 3.399 -3.388
H 3.756 1.797 -1.674
H 0.865 -1.040 -3.016
H 0.118 0.544 -4.763
H 4.638 0.995 0.119
H 5.527 2.688 1.563
H 4.288 3.430 3.582
H 2.295 3.285 4.936
H -0.063 2.502 5.177
H -1.026 1.136 3.388
Br 1.335 -7.564 -3.551
C 0.516 -5.867 -3.301
C -0.291 -5.353 -4.303
N -0.889 -4.174 -4.191
C -0.681 -3.477 -3.068
C 0.112 -3.921 -2.020
C 0.721 -5.156 -2.136
C 0.285 -3.114 -0.749
O 0.568 -3.717 0.281
O 0.056 -1.868 -0.907
H -0.462 -5.911 -5.217
H -1.181 -2.519 -2.986
H 1.337 -5.519 -1.326

93
Properties=species:S:1:pos:R:3 method="wB97M-V/def2-TZVPD" charge=+2 orbital_gap_ev="6.3 / 6.1" de_lowest_kj_mol=0.0 spin_multiplicity=2
V 1.104 0.650 -1.053
C -4.373 -8.840 7.212
O -3.834 -7.582 7.604
C -3.334 -6.778 6.653
C -2.832 -5.550 7.103
C -2.293 -4.659 6.206
C -2.238 -4.961 4.840
C -2.741 -6.182 4.405
C -3.287 -7.091 5.296
C -1.666 -4.044 3.864
N -1.548 -4.278 2.572
C -0.965 -3.162 2.056
C -0.711 -2.228 3.040
N -1.174 -2.804 4.196
C -0.100 -0.971 2.773
C 0.218 0.008 3.729
C 0.826 1.170 3.326
C 1.063 1.374 1.965
N 0.753 0.482 1.039
C 0.225 -0.702 1.429
C 0.030 -1.698 0.399
N 0.470 -1.395 -0.852
C 0.296 -2.298 -1.807
C -0.300 -3.542 -1.590
C -0.740 -3.860 -0.330
C -0.578 -2.922 0.702
H -4.731 -9.305 8.125
H -3.604 -9.468 6.759
H -5.207 -8.708 6.520
H -2.877 -5.325 8.159
H -1.914 -3.723 6.599
H -2.705 -6.427 3.352
H -3.667 -8.031 4.926
H -1.161 -2.415 5.122
H -0.002 -0.152 4.777
H 1.106 1.936 4.035
H 1.516 2.290 1.614
H 0.634 -2.024 -2.798
H -0.401 -4.232 -2.415
H -1.204 -4.812 -0.109
I 1.890 0.437 -3.724
C 1.645 2.166 -4.897
C 1.827 1.876 -6.225
C 1.946 2.897 -7.182
C 1.970 4.187 -6.754
C 1.785 4.511 -5.388
C 1.885 5.874 -5.012
C 1.710 6.250 -3.720
C 1.302 5.284 -2.783
C 1.159 3.949 -3.089
P 0.418 2.964 -1.731
C -0.941 1.944 -2.386
C -1.516 1.090 -1.435
C -2.479 0.155 -1.810
C -2.886 0.085 -3.129
C -2.349 0.963 -4.070
C -1.382 1.883 -3.710
C -0.487 4.188 -0.750
C -0.041 4.561 0.513
C -0.744 5.497 1.261
C -1.900 6.060 0.746
C -2.349 5.699 -0.520
C -1.647 4.771 -1.266
C 1.521 3.503 -4.413
H 1.919 0.848 -6.550
H 2.071 2.646 -8.225
H 2.133 4.999 -7.450
H 2.113 6.602 -5.779
H 1.815 7.281 -3.414
H 1.048 5.639 -1.793
H -1.290 1.225 -0.377
H -2.922 -0.489 -1.061
H -3.642 -0.627 -3.430
H -2.700 0.930 -5.093
H -0.975 2.559 -4.449
H 0.880 4.150 0.906
H -0.384 5.789 2.238
H -2.453 6.788 1.324
H -3.249 6.145 -0.921
H -2.002 4.497 -2.253
C 5.268 -0.568 -0.675
C 5.279 0.725 -1.489
C 4.091 1.467 -0.920
O 3.117 0.417 -0.612
C 3.790 -0.884 -0.561
H 5.702 -0.408 0.312
H 5.816 -1.376 -1.155
H 5.128 0.519 -2.550
H 6.203 1.288 -1.377
H 3.610 2.164 -1.608
H 4.325 1.972 0.018
H 3.415 -1.476 -1.399
H 3.501 -1.359 0.376

99
Properties=species:S:1:pos:R:3 method="wB97M-V/def2-TZVPD" charge=0 orbital_gap_ev="6.7 / 6.7" de_lowest_kj_mol=179.0
W -0.113 0.167 0.810
O 1.843 1.083 2.146
C 3.067 1.042 1.399
C 2.501 1.246 -0.030
O 3.511 1.205 -1.036
O 1.516 0.310 -0.206
C 3.981 2.184 1.815
C 3.541 3.185 2.675
C 4.388 4.234 3.015
C 5.673 4.291 2.498
C 6.117 3.287 1.646
C 5.278 2.236 1.312
C 3.749 -0.307 1.599
C 4.231 -0.582 2.877
C 4.776 -1.817 3.181
C 4.867 -2.791 2.197
C 4.414 -2.515 0.916
C 3.854 -1.281 0.614
H 1.961 0.735 3.041
H 2.538 3.149 3.085
H 4.037 5.005 3.689
H 6.330 5.108 2.764
H 7.123 3.318 1.248
H 5.625 1.445 0.658
H 4.187 0.184 3.646
H 5.135 -2.017 4.182
H 5.293 -3.759 2.428
H 4.487 -3.269 0.142
H 3.489 -1.094 -0.384
O -0.094 2.803 3.852
C -0.402 2.400 2.758
O -0.707 1.143 2.494
C -0.505 3.372 1.570
P -0.623 2.411 0.018
C 0.758 2.844 -1.051
C 2.113 2.706 -0.424
C 3.295 2.596 -1.396
C 3.006 2.796 -2.849
C 1.765 3.005 -3.278
C 0.614 2.984 -2.370
C -2.144 2.920 -0.811
C -2.321 4.233 -1.249
C -3.509 4.606 -1.854
C -4.524 3.670 -2.021
C -4.354 2.367 -1.582
C -3.164 1.987 -0.974
H 0.361 4.035 1.584
H -1.391 3.990 1.722
H 2.257 3.426 0.380
H 4.159 3.188 -1.085
H 3.843 2.777 -3.536
H 1.573 3.160 -4.333
H -0.378 3.040 -2.804
H -1.526 4.959 -1.120
H -3.646 5.623 -2.195
H -5.451 3.962 -2.498
H -5.144 1.640 -1.715
H -3.014 0.970 -0.636
C -0.845 -0.531 -1.022
C -1.293 -0.928 -2.080
C -1.850 -1.520 -3.259
C -1.554 -1.008 -4.526
C -2.093 -1.595 -5.659
C -2.937 -2.693 -5.545
C -3.236 -3.204 -4.289
C -2.697 -2.626 -3.150
H -0.895 -0.153 -4.606
H -1.857 -1.194 -6.637
H -3.357 -3.149 -6.431
H -3.892 -4.060 -4.194
H -2.925 -3.029 -2.166
S 0.651 -1.919 2.074
C 0.603 -3.160 0.908
N 0.661 -4.456 1.229
C 0.302 -5.296 0.084
C 0.329 -4.289 -1.086
N 0.530 -3.011 -0.406
H 0.422 -4.731 2.169
H -0.691 -5.716 0.238
H 1.019 -6.104 -0.048
H -0.607 -4.280 -1.643
H 1.151 -4.481 -1.776
H 0.216 -2.138 -0.808
O -3.639 -4.142 -0.888
S -3.243 -3.858 0.466
O -2.726 -4.958 1.242
N -2.182 -2.619 0.491
C -2.665 -1.597 1.147
O -2.082 -0.483 1.312
C -4.056 -1.772 1.665
C -4.837 -0.869 2.361
C -6.113 -1.270 2.736
C -6.587 -2.541 2.420
C -5.798 -3.446 1.718
C -4.536 -3.028 1.354
H -4.448 0.111 2.606
H -6.749 -0.588 3.285
H -7.585 -2.828 2.725
H -6.158 -4.435 1.468

97
Properties=species:S:1:pos:R:3 method="wB97M-V/def2-TZVPD" charge=0 orbital_gap_ev=7.6
Bi 0.357 -0.412 0.497
C 4.260 -3.245 7.267
C 3.153 -2.725 6.392
C 2.298 -1.721 6.838
C 1.308 -1.214 6.011
C 1.171 -1.726 4.731
C 1.979 -2.760 4.282
C 2.969 -3.248 5.114
S -0.102 -1.070 3.680
O -1.014 -0.349 4.525
O -0.644 -2.170 2.915
N 0.575 0.017 2.616
C 1.973 0.399 2.820
C 2.977 -0.579 2.142
O 4.136 -0.591 2.526
O 2.478 -1.290 1.187
H 4.346 -2.658 8.180
H 5.212 -3.203 6.736
H 4.080 -4.286 7.541
H 2.409 -1.327 7.841
H 0.635 -0.433 6.338
H 1.831 -3.164 3.290
H 3.623 -4.035 4.760
H 2.227 0.484 3.875
H 2.126 1.385 2.367
C 0.584 2.656 -1.822
C 1.366 1.387 -2.201
As 0.110 -0.064 -2.655
C 1.302 -1.561 -3.034
C 2.678 -1.542 -2.844
C 3.430 -2.688 -3.065
C 2.814 -3.859 -3.477
C 1.437 -3.890 -3.661
C 0.688 -2.749 -3.430
C -0.304 0.472 -4.524
C -1.365 -0.208 -5.122
C -1.767 0.085 -6.415
C -1.124 1.088 -7.126
C -0.085 1.790 -6.535
C 0.322 1.484 -5.243
As -0.155 2.751 0.063
C 0.109 4.703 0.198
C -0.099 5.572 -0.869
C 0.145 6.928 -0.726
C 0.601 7.432 0.485
C 0.809 6.575 1.555
C 0.565 5.217 1.408
C -2.084 2.758 -0.301
C -2.882 3.819 -0.161
C -4.337 3.726 -0.309
C -4.963 2.578 -0.553
C -4.217 1.293 -0.721
C -2.676 1.400 -0.551
H -0.229 2.827 -2.531
H 1.254 3.513 -1.881
H 2.018 1.082 -1.383
H 2.019 1.581 -3.052
H 3.175 -0.636 -2.516
H 4.502 -2.664 -2.911
H 3.404 -4.750 -3.653
H 0.949 -4.805 -3.974
H -0.391 -2.774 -3.552
H -1.883 -0.976 -4.556
H -2.588 -0.458 -6.865
H -1.435 1.326 -8.135
H 0.414 2.582 -7.078
H 1.137 2.051 -4.812
H -0.467 5.191 -1.815
H -0.018 7.594 -1.563
H 0.794 8.492 0.593
H 1.166 6.963 2.500
H 0.728 4.541 2.241
H -2.473 4.791 0.082
H -4.903 4.644 -0.207
H -6.041 2.534 -0.650
H -4.521 0.810 -1.652
H -2.152 0.908 -1.370
F -5.054 0.760 1.521
C -4.265 0.297 0.477
C -2.750 0.486 0.717
C -1.874 -0.710 0.634
C -2.335 -1.923 0.287
C -3.780 -2.079 0.066
F -4.228 -3.305 -0.287
C -4.668 -1.095 0.144
C -1.360 -3.028 0.171
C -1.682 -4.382 0.200
C -0.676 -5.328 0.094
C 0.644 -4.924 -0.038
C 0.907 -3.570 -0.020
N -0.066 -2.667 0.075
H -2.554 1.043 1.639
H -5.721 -1.276 -0.035
H -2.702 -4.698 0.333
H -0.927 -6.380 0.125
H 1.447 -5.639 -0.135
H 1.917 -3.181 -0.062